# 1
2 unconnected molecules or ions with the total composition C3H10N3O, computed with the ωB97M-V functional and the def2-TZVPD basis.

Its largest force on an atom is 0.993 eV/Å. The spin multiplicity is 1. As for the total charge: -1. The calculation puts the lowest unoccupied orbital energy at 4.4 eV. The HOMO energy is -0.0903 Ha.

Cartesian coordinates (Å):
N (-1.36, 2.41, 1.96)
C (-0.84, 1.38, 1.05)
O (0.48, 1.06, 1.31)
H (-1.06, 2.14, 2.89)
H (-0.87, 3.27, 1.74)
H (-1.48, 0.50, 1.14)
H (-0.98, 1.76, 0.02)
C (0.55, -1.72, -0.45)
C (0.72, -0.90, -1.50)
N (0.62, -1.37, -2.86)
N (0.63, -1.42, 0.88)
H (0.40, -2.78, -0.67)
H (0.87, 0.16, -1.31)
H (1.48, -1.27, -3.37)
H (-0.13, -0.94, -3.37)
H (0.59, -0.06, 1.11)
H (0.35, -2.22, 1.43)

Results of the Löwdin charge analysis, in e, for atoms 1 through 6: number 1, N, carries -0.026; number 2, C, carries -0.483; number 3, O, carries -0.212; number 4, H, carries 0.046; number 5, H, carries 0.035; number 6, H, carries 0.093


# 2
2 unconnected molecules or ions with the total composition C3H10N3O, computed with the ωB97M-V functional and the def2-TZVPD basis.

Its largest force on an atom is 1.609 eV/Å. The spin multiplicity is 2. As for the total charge: 0. The calculation puts the lowest unoccupied orbital energy (alpha / beta) at 0.9 / 0.8 eV. The HOMO energy (alpha / beta) is -0.1494 / -0.3058 Ha.

Cartesian coordinates (Å):
C (0.05, -2.40, 1.13)
N (0.02, -1.63, 2.23)
O (-0.09, -1.99, -0.02)
H (0.29, -3.45, 1.31)
H (0.66, -1.89, 2.97)
H (-0.07, -0.63, 2.08)
C (1.06, 1.71, -1.95)
N (0.39, 0.76, -1.08)
C (-0.68, 1.19, -0.34)
N (-1.49, 0.35, 0.40)
H (0.80, 1.52, -3.00)
H (2.15, 1.63, -1.83)
H (0.73, 2.70, -1.66)
H (0.65, -0.21, -1.10)
H (-0.76, 2.26, -0.15)
H (-1.36, -0.66, 0.30)
H (-2.36, 0.73, 0.71)

Results of the Löwdin charge analysis, in e, for atoms 1 through 6: number 1, C, carries -0.382; number 2, N, carries 0.125; number 3, O, carries -0.023; number 4, H, carries 0.128; number 5, H, carries 0.099; number 6, H, carries 0.091


# 3
2 unconnected molecules or ions with the total composition C3H10N3O, computed with the ωB97M-V functional and the def2-TZVPD basis.

Its largest force on an atom is 3.974 eV/Å. The spin multiplicity is 1. As for the total charge: +1. The calculation puts the lowest unoccupied orbital energy at -4.6 eV. The HOMO energy is -0.5231 Ha.

Cartesian coordinates (Å):
N (-0.20, -0.89, 2.94)
C (-0.55, -0.29, 1.82)
N (-0.67, 1.13, 1.83)
O (-0.76, -0.89, 0.72)
H (-0.23, -1.88, 2.95)
H (0.14, -0.32, 3.66)
H (-0.01, 1.55, 1.16)
H (-1.53, 1.28, 1.31)
C (1.28, -0.66, -1.68)
C (-0.46, 0.95, -2.30)
N (0.06, 0.08, -1.45)
H (1.09, -1.74, -1.50)
H (2.08, -0.41, -0.95)
H (1.58, -0.39, -2.72)
H (0.03, 1.21, -3.26)
H (-1.37, 1.45, -2.01)
H (-0.50, -0.17, -0.52)

Results of the Löwdin charge analysis, in e, for atoms 1 through 6: number 1, N, carries 0.247; number 2, C, carries -0.543; number 3, N, carries 0.119; number 4, O, carries -0.012; number 5, H, carries 0.126; number 6, H, carries 0.118


# 4
2 unconnected molecules or ions with the total composition C3H10N3O, computed with the ωB97M-V functional and the def2-TZVPD basis.

Its largest force on an atom is 6.173 eV/Å. The spin multiplicity is 1. As for the total charge: +1. The calculation puts the lowest unoccupied orbital energy at -7.5 eV. The HOMO energy is -0.4602 Ha.

Cartesian coordinates (Å):
N (0.70, -1.29, 0.95)
C (0.96, -0.86, -0.50)
N (2.14, -1.53, -0.84)
N (0.14, -0.70, -2.04)
H (0.02, -0.58, 1.10)
H (0.27, -2.20, 0.89)
H (2.72, -1.36, -0.02)
H (1.85, -2.51, -0.84)
H (1.08, -0.50, -2.39)
H (0.01, -1.67, -2.10)
C (-0.65, 2.00, 0.05)
C (-1.66, 2.06, 0.98)
O (-1.88, 1.07, 1.97)
H (-0.45, 2.91, -0.52)
H (-0.30, 0.97, -0.29)
H (-2.33, 2.97, 0.98)
H (-2.63, 1.22, 2.64)

Results of the Löwdin charge analysis, in e, for atoms 1 through 6: number 1, N, carries 0.165; number 2, C, carries -0.060; number 3, N, carries 0.104; number 4, N, carries 0.167; number 5, H, carries 0.038; number 6, H, carries 0.117


# 5
A gas-phase ion, C3H10N3O (charge +1), computed with the ωB97M-V functional and the def2-TZVPD basis.

Its largest force on an atom is 4.930 eV/Å. The spin multiplicity is 1. As for the total charge: +1. The SMILES is [H]/N=C(\N)OCC[NH3+]. The calculation puts the lowest unoccupied orbital energy at -3.0 eV. The HOMO energy is -0.5421 Ha.

Cartesian coordinates (Å):
C (0.40, 0.55, -1.57)
C (-0.60, 1.13, -0.52)
C (-0.11, -0.01, 1.57)
N (-0.39, -1.08, 0.89)
N (0.17, 0.05, 2.85)
N (0.29, -0.94, -1.64)
O (-0.01, 1.37, 0.76)
H (0.12, 1.15, -2.44)
H (1.42, 0.69, -1.38)
H (-1.11, 2.15, -0.92)
H (-1.41, 0.38, -0.37)
H (-0.05, -1.26, -0.52)
H (-0.77, -1.81, 1.38)
H (0.95, -0.66, 3.16)
H (0.28, 0.99, 3.19)
H (-0.32, -1.27, -2.41)
H (1.12, -1.42, -2.03)

Results of the Löwdin charge analysis, in e, for atoms 1 through 6: number 1, C, carries -0.135; number 2, C, carries -0.211; number 3, C, carries -0.340; number 4, N, carries 0.123; number 5, N, carries 0.180; number 6, N, carries 0.076


# 6
2 unconnected molecules or ions with the total composition C3H10N3O, computed with the ωB97M-V functional and the def2-TZVPD basis.

Its largest force on an atom is 5.607 eV/Å. The spin multiplicity is 1. As for the total charge: +1. The calculation puts the lowest unoccupied orbital energy at -4.3 eV. The HOMO energy is -0.5151 Ha.

Cartesian coordinates (Å):
C (1.89, -1.28, 0.80)
C (0.21, 0.52, -2.26)
C (1.75, -0.75, -0.56)
N (-3.03, 0.87, 2.24)
N (0.70, -0.18, -1.01)
N (-1.66, 0.64, 1.55)
O (-1.68, 1.01, 0.37)
H (1.44, -2.32, 0.85)
H (1.41, -0.65, 1.56)
H (3.00, -1.46, 1.03)
H (-0.75, 0.14, -2.69)
H (0.24, 1.62, -1.92)
H (0.91, 0.42, -3.14)
H (2.50, -1.16, -1.31)
H (-3.34, 0.91, 3.17)
H (-3.57, 1.46, 1.64)
H (-0.01, 0.21, -0.33)

Results of the Löwdin charge analysis, in e, for atoms 1 through 6: number 1, C, carries -0.035; number 2, C, carries -0.004; number 3, C, carries -0.082; number 4, N, carries 0.095; number 5, N, carries 0.029; number 6, N, carries -0.026


# 7
3 unconnected molecules or ions with the total composition C3H10N3O2P, computed with the ωB97M-V functional and the def2-TZVPD basis.

Its largest force on an atom is 4.800 eV/Å. The spin multiplicity is 1. As for the total charge: 0. The calculation puts the lowest unoccupied orbital energy at 0.7 eV. The HOMO energy is -0.3003 Ha.

Cartesian coordinates (Å):
C (-2.95, 2.40, -1.69)
C (-0.98, -0.84, -0.23)
C (-0.39, 0.55, -0.55)
N (-1.68, -1.50, -1.28)
N (3.19, 0.78, 2.40)
N (0.75, 0.90, -0.03)
O (-2.44, 3.45, -1.75)
O (-3.60, 1.44, -1.66)
P (0.40, -2.12, 0.49)
H (-1.59, -0.69, 0.78)
H (-1.11, -1.30, -2.11)
H (-2.51, -0.93, -1.22)
H (2.67, -0.08, 2.55)
H (4.04, 0.85, 2.90)
H (1.39, 0.41, 0.55)
H (3.27, 0.95, 1.27)
H (1.04, 1.76, -0.50)
H (-0.38, -3.23, 0.80)
H (0.89, -2.81, -0.72)

Results of the Löwdin charge analysis, in e, for atoms 1 through 6: number 1, C, carries -0.434; number 2, C, carries -0.664; number 3, C, carries -0.135; number 4, N, carries -0.035; number 5, N, carries -0.026; number 6, N, carries 0.051


# 8
A gas-phase ion, C3H10N3S (charge +1), computed with the ωB97M-V functional and the def2-TZVPD basis.

Its largest force on an atom is 5.842 eV/Å. The spin multiplicity is 1. As for the total charge: +1. The calculation puts the lowest unoccupied orbital energy at -3.8 eV. The HOMO energy is -0.5067 Ha.

Cartesian coordinates (Å):
C (-1.10, 0.29, 1.37)
C (0.71, -1.28, 0.70)
C (1.28, 0.29, -1.62)
N (0.21, -0.25, 1.61)
N (-1.33, 0.91, 0.02)
N (-1.26, 0.17, -1.09)
S (0.12, -0.97, -1.19)
H (-1.84, -0.56, 1.38)
H (-1.21, 0.93, 2.21)
H (1.83, -1.13, 0.69)
H (0.27, -2.14, 0.91)
H (0.72, 0.84, -2.28)
H (2.09, -0.16, -2.10)
H (1.52, 1.03, -0.87)
H (0.96, 0.52, 1.63)
H (-0.82, 1.75, -0.19)
H (-2.13, -0.23, -1.18)

Results of the Löwdin charge analysis, in e, for atoms 1 through 6: number 1, C, carries -0.188; number 2, C, carries -0.209; number 3, C, carries -0.272; number 4, N, carries -0.078; number 5, N, carries -0.108; number 6, N, carries -0.242


# 9
A gas-phase ion, C3H10N3S (charge +1), computed with the ωB97M-V functional and the def2-TZVPD basis.

Its largest force on an atom is 3.982 eV/Å. The spin multiplicity is 1. As for the total charge: +1. The SMILES is C[C@@H](S)[NH+]=C(N)N. The calculation puts the lowest unoccupied orbital energy at -3.6 eV. The HOMO energy is -0.4878 Ha.

Cartesian coordinates (Å):
C (-0.81, 0.32, 1.08)
C (1.99, -0.36, -1.24)
C (0.63, 0.16, -0.91)
N (-1.10, -0.04, 2.36)
N (-1.72, 1.06, 0.42)
N (0.28, -0.19, 0.44)
S (-0.64, -0.56, -2.10)
H (1.90, -1.35, -1.83)
H (2.55, 0.38, -1.86)
H (2.40, -0.56, -0.26)
H (0.47, 1.25, -1.29)
H (-2.00, -0.34, 2.66)
H (-0.35, -0.30, 2.92)
H (-2.32, 1.78, 0.84)
H (-1.87, 1.03, -0.58)
H (1.09, -0.46, 0.99)
H (-0.50, -1.81, -1.61)

Results of the Löwdin charge analysis, in e, for atoms 1 through 6: number 1, C, carries -0.361; number 2, C, carries -0.104; number 3, C, carries -0.683; number 4, N, carries 0.213; number 5, N, carries 0.199; number 6, N, carries 0.057


# 10
A gas-phase ion, C3H10N3S (charge +1), computed with the ωB97M-V functional and the def2-TZVPD basis.

Its largest force on an atom is 6.060 eV/Å. The spin multiplicity is 1. As for the total charge: +1. The SMILES is CN(C)S/[NH+]=C/N. The calculation puts the lowest unoccupied orbital energy at -3.7 eV. The HOMO energy is -0.4838 Ha.

Cartesian coordinates (Å):
C (-1.59, -0.09, 0.08)
C (2.01, -0.35, 0.95)
C (1.33, 0.01, -1.32)
N (-2.89, -0.37, -0.16)
N (1.36, 0.50, 0.04)
N (-1.30, 1.03, 0.68)
S (0.41, 1.70, 0.59)
H (-0.74, -0.87, -0.02)
H (3.02, -0.42, 0.66)
H (1.89, 0.19, 1.83)
H (1.54, -1.29, 1.18)
H (1.56, 0.75, -2.02)
H (1.95, -0.80, -1.18)
H (0.26, -0.38, -1.65)
H (-3.02, -1.28, -0.69)
H (-3.67, 0.10, 0.13)
H (-2.10, 1.57, 0.91)

Results of the Löwdin charge analysis, in e, for atoms 1 through 6: number 1, C, carries -0.229; number 2, C, carries -0.136; number 3, C, carries -0.083; number 4, N, carries 0.162; number 5, N, carries -0.632; number 6, N, carries -0.169


# 11
2 unconnected molecules or ions with the total composition C3H10N3S, computed with the ωB97M-V functional and the def2-TZVPD basis.

Its largest force on an atom is 2.515 eV/Å. The spin multiplicity is 1. As for the total charge: +1. The calculation puts the lowest unoccupied orbital energy at -4.8 eV. The HOMO energy is -0.4789 Ha.

Cartesian coordinates (Å):
C (0.54, 1.58, 0.37)
C (1.38, -2.04, 0.53)
C (1.37, -0.62, 0.15)
N (-0.16, 2.32, 1.26)
N (0.93, 1.86, -0.78)
N (0.60, 0.21, 0.75)
S (-2.66, -0.29, -0.62)
H (0.76, -2.52, -0.27)
H (2.48, -2.28, 0.60)
H (0.94, -2.36, 1.46)
H (1.97, -0.24, -0.68)
H (-0.09, 3.36, 1.32)
H (-0.13, 2.10, 2.20)
H (0.67, 2.78, -1.14)
H (-3.10, 0.05, -1.87)
H (-0.04, 0.01, 1.48)
H (-2.88, -1.57, -0.52)

Results of the Löwdin charge analysis, in e, for atoms 1 through 6: number 1, C, carries -0.533; number 2, C, carries -0.007; number 3, C, carries -0.027; number 4, N, carries 0.169; number 5, N, carries 0.182; number 6, N, carries 0.150


# 12
A single C3H10N4 molecule, computed with the ωB97M-V functional and the def2-TZVPD basis.

Its largest force on an atom is 3.748 eV/Å. The spin multiplicity is 1. As for the total charge: 0. The SMILES is CCN(N)/N=N/C. The calculation puts the lowest unoccupied orbital energy at 1.2 eV. The HOMO energy is -0.3099 Ha.

Cartesian coordinates (Å):
C (-1.35, 1.09, -0.02)
C (1.68, -1.63, 1.61)
C (-0.42, 2.09, -0.69)
N (-0.91, -0.43, -0.38)
N (-0.52, -0.82, -1.64)
N (-0.12, -0.66, 0.65)
N (0.94, -1.32, 0.41)
H (-1.14, -1.50, -2.05)
H (0.48, -1.03, -1.68)
H (-1.41, 1.25, 1.05)
H (-2.36, 1.11, -0.43)
H (1.11, -1.45, 2.53)
H (1.99, -2.68, 1.56)
H (2.59, -1.02, 1.64)
H (-0.49, 2.01, -1.77)
H (0.61, 1.89, -0.38)
H (-0.69, 3.10, -0.41)

Results of the Löwdin charge analysis, in e, for atoms 1 through 6: number 1, C, carries -0.161; number 2, C, carries -0.147; number 3, C, carries -0.116; number 4, N, carries -0.233; number 5, N, carries 0.048; number 6, N, carries -0.050


# 13
2 unconnected molecules or ions with the total composition C3H10N4O, computed with the ωB97M-V functional and the def2-TZVPD basis.

Its largest force on an atom is 2.333 eV/Å. The spin multiplicity is 1. As for the total charge: 0. The SMILES is [H]/N=C/NC.NC(N)=O. The calculation puts the lowest unoccupied orbital energy at 0.8 eV. The HOMO energy is -0.3277 Ha.

Cartesian coordinates (Å):
C (2.39, 1.11, -0.58)
N (1.14, 1.27, 0.10)
C (0.80, 0.77, 1.31)
N (-0.41, 0.46, 1.64)
H (2.57, 2.07, -1.11)
H (3.25, 0.86, 0.10)
H (2.33, 0.37, -1.42)
H (0.29, 1.48, -0.40)
H (1.69, 0.58, 1.96)
H (-0.71, 0.74, 2.61)
N (-2.51, -0.47, -0.24)
C (-1.65, -1.58, -0.26)
N (-0.73, -1.44, -1.24)
O (-1.70, -2.56, 0.49)
H (-3.40, -0.82, 0.06)
H (-2.17, 0.18, 0.44)
H (-1.05, -0.83, -2.01)
H (-0.13, -2.21, -1.44)

Results of the Löwdin charge analysis, in e, for atoms 1 through 6: number 1, C, carries -0.108; number 2, N, carries -0.067; number 3, C, carries -0.331; number 4, N, carries 0.039; number 5, H, carries 0.082; number 6, H, carries 0.098


# 14
A single C3H10N4O molecule, computed with the ωB97M-V functional and the def2-TZVPD basis.

Its largest force on an atom is 8.800 eV/Å. The spin multiplicity is 1. As for the total charge: 0. The SMILES is [H]/N=C(\NO)N(C)NC. The calculation puts the lowest unoccupied orbital energy at 0.8 eV. The HOMO energy is -0.3180 Ha.

Cartesian coordinates (Å):
C (-2.13, -0.16, -0.07)
C (0.73, -1.76, -0.52)
C (1.25, 0.58, -0.20)
H (-2.35, -1.39, 0.22)
H (-2.12, 0.35, -1.07)
H (-3.01, 0.50, 0.54)
H (-0.80, -0.02, 1.44)
H (-0.10, -2.60, -0.39)
H (1.58, -1.90, -1.22)
H (1.11, -2.01, 0.58)
H (3.03, 0.36, 0.51)
H (1.34, 2.30, 0.78)
H (-0.86, 1.68, -0.22)
N (-0.82, 0.05, 0.37)
N (0.11, -0.32, -0.39)
N (2.23, -0.17, 0.23)
N (1.01, 2.00, -0.12)
O (-0.22, 2.51, -0.46)

Results of the Löwdin charge analysis, in e, for atoms 1 through 6: number 1, C, carries -0.140; number 2, C, carries -0.068; number 3, C, carries -0.327; number 4, H, carries 0.139; number 5, H, carries 0.095; number 6, H, carries 0.134


# 15
2 unconnected molecules or ions with the total composition C3H10N4O, computed with the ωB97M-V functional and the def2-TZVPD basis.

Its largest force on an atom is 6.363 eV/Å. The spin multiplicity is 1. As for the total charge: 0. The SMILES is C/N=C\O.N=C(N)N. The calculation puts the lowest unoccupied orbital energy (alpha / beta) at 0.1 / 0.1 eV. The HOMO energy (alpha / beta) is -0.3010 / -0.3010 Ha.

Cartesian coordinates (Å):
C (-1.34, -1.82, -0.39)
C (0.35, -0.63, 0.83)
O (-0.56, -0.47, 1.85)
N (-0.03, -1.18, -0.34)
H (-0.25, -0.87, 2.67)
H (1.37, -0.80, 1.18)
H (-2.15, -1.19, -0.01)
H (-1.30, -2.75, 0.19)
H (-1.56, -2.09, -1.43)
C (0.67, 1.27, -0.15)
N (1.86, 1.09, -0.86)
N (-0.44, 1.00, -1.04)
N (0.62, 2.30, 0.66)
H (2.62, 1.52, -0.35)
H (2.05, 0.11, -1.06)
H (-1.35, 1.31, -0.71)
H (-0.23, 0.76, -2.00)
H (-0.33, 2.43, 0.99)

Results of the Löwdin charge analysis, in e, for atoms 1 through 6: number 1, C, carries -0.134; number 2, C, carries -0.337; number 3, O, carries -0.004; number 4, N, carries -0.031; number 5, H, carries 0.107; number 6, H, carries 0.139


Summary of relative energy (zero: lowest compared OMol25 entry of this formula, charge and spin) in kJ/mol
124.7 45.0 187.0 850.5 310.4 553.0 435.3 374.6 54.3 250.5 160.3 296.1 127.1 775.8 423.0
(order as listed above)